# 1
A structure of composition C26H51Br2Cl6CsF4IMgN3NaO5S3. Source: OMol25; level of theory: ωB97M-V/def2-TZVPD.

Values from the calculation:
Frontier orbital gap (eV): 0.98
Strongest force on any atom (eV Å⁻¹): 6.6
Total charge: +1
LUMO (Ha): -0.26394
Total energy (hartree): -11744.35521
2S+1: 1

Each line ends with the Mulliken charge.
Geometry (Å):
N: 3.709 1.038 -2.704  0.7256
Br: -1.221 -1.389 4.411  0.0487
Cl: -7.587 -3.719 2.995  -0.1427
H: -1.328 0.659 -2.283  0.2088
Na: -4.359 -0.697 2.489  0.7387
H: 1.568 -1.789 -2.183  0.7230
Cl: -6.452 -6.356 3.391  -0.1125
O: -3.438 -3.284 6.885  -0.7143
N: -1.003 -0.300 -0.363  0.6752
H: 4.558 1.805 0.115  -0.4558
C: -2.179 -3.745 6.857  0.8400
H: 1.497 4.786 2.025  0.3885
H: -2.395 0.839 1.595  -0.4257
Cs: -1.034 -6.201 1.217  1.0155
H: -4.429 3.170 -4.097  0.3477
C: -4.866 2.499 -2.042  0.0127
C: -3.612 1.635 -2.317  -1.6346
H: -1.422 -3.179 7.441  0.1833
H: 0.007 -1.360 -2.862  0.4438
S: 3.463 3.720 -1.619  -0.1079
H: 1.631 5.259 -1.482  0.5376
H: 2.638 5.494 0.780  0.2881
H: -2.775 -5.861 6.858  0.2437
S: 6.589 -2.767 -3.171  1.3203
C: -1.822 1.598 0.987  -0.6942
H: 2.952 3.928 1.531  0.2767
H: -6.673 6.232 1.105  0.3507
H: -1.684 -3.830 5.858  -0.6385
O: 5.175 -2.707 -2.815  -0.6570
I: -6.573 1.147 -1.970  0.0751
H: 6.268 1.954 0.501  0.4791
C: 6.713 -4.102 -4.438  0.5679
H: 0.109 0.493 1.213  0.7844
H: -2.498 -5.194 8.476  0.3029
O: 7.064 -1.563 -3.836  -0.5464
H: -2.831 2.299 -2.729  0.6086
H: -3.357 2.621 0.169  0.2013
H: 1.583 2.737 0.217  -0.1448
H: 0.739 1.205 -2.209  -0.1510
C: -0.549 0.894 0.425  0.0857
C: 3.595 2.447 -2.914  -0.1306
H: -1.248 -4.280 3.905  0.6089
C: 2.784 0.519 -1.694  -0.6834
C: 5.537 -0.078 0.557  -1.2741
O: 7.441 -3.206 -2.088  -0.6219
C: -2.152 -5.180 7.443  -1.2210
H: 5.049 -0.848 -0.057  0.1994
S: 3.580 2.948 -4.484  -0.1560
C: -2.592 -2.591 3.742  -0.4716
Cl: -5.527 -4.127 4.990  0.0361
H: 4.944 -0.011 1.490  0.3833
C: 1.388 0.332 -2.402  -0.0355
H: -6.126 3.432 -3.592  0.3564
H: -1.486 2.439 1.610  0.7617
H: -2.790 -4.619 3.087  0.3883
H: -6.509 6.518 -0.643  0.2825
F: 5.968 -3.835 -5.517  -0.2272
H: -3.860 0.903 -3.102  0.4649
C: 1.322 3.807 0.093  0.3904
H: -4.802 3.115 -1.145  -0.0336
Cl: -8.174 -5.204 5.405  -0.0747
H: 6.558 -0.346 0.862  0.3903
C: 0.129 -1.237 -0.691  -0.3640
H: -1.613 -0.812 0.286  0.1344
C: 0.749 -1.051 -2.102  -1.5026
H: 3.122 -0.466 -1.331  0.7228
Mg: -5.108 -2.564 -0.434  0.3040
H: -1.127 -5.572 7.431  0.3317
H: -2.230 -0.837 -2.010  0.5273
Cl: -4.488 5.796 0.333  -0.1362
H: 1.047 3.676 -2.121  0.2695
H: 0.915 -1.234 0.081  0.4161
C: 2.149 4.587 1.159  -1.2711
H: -4.802 4.507 -2.985  0.2845
F: 7.968 -4.267 -4.859  -0.2164
C: 1.695 4.163 -1.374  -0.7084
C: 5.094 0.576 -2.529  0.2027
H: -3.786 0.286 -0.566  -0.3216
O: 5.641 0.437 -5.510  -0.3913
C: -2.008 -3.873 3.241  -0.6661
C: -6.251 5.857 0.179  -0.3394
Cl: -6.918 4.252 -0.148  -0.0898
H: 2.674 1.176 -0.811  -0.5307
H: 5.087 -0.513 -2.300  0.0336
H: 6.124 2.439 -1.887  0.3021
H: 5.094 1.095 -5.053  0.3200
C: 5.985 1.391 -1.558  -0.9061
H: -3.251 -2.779 4.598  0.3160
H: -0.300 -2.249 -0.663  -0.0478
H: -3.128 -2.036 2.977  -0.3279
H: 6.995 0.942 -1.619  0.5873
C: -6.934 -4.853 4.201  0.2669
C: -1.849 0.075 -1.516  -0.9263
Br: -1.181 -3.632 1.490  -0.0870
N: -2.585 2.058 -0.172  -0.2068
H: -0.051 1.607 -0.239  -0.4665
H: 0.235 3.868 0.287  0.3049
F: 0.927 -2.429 1.623  -0.7980
F: 6.300 -5.280 -3.958  -0.2252
C: -3.042 0.971 -1.035  1.2024
H: 1.593 0.349 -3.489  0.5865
H: 5.591 0.653 -3.557  -0.2229
C: 5.543 1.348 -0.075  0.3442
C: -5.080 3.477 -3.260  -1.0855

---

# 2
A structure of composition C5H11P. Source: OMol25; level of theory: ωB97M-V/def2-TZVPD.

Values from the calculation:
ΔE to the lowest compared entry with this formula, charge and spin (kcal/mol): 55.4
Frontier orbital gap (eV): 10.37
Strongest force on any atom (eV Å⁻¹): 1.8
Total charge: 0
LUMO (Ha): 0.03565
Total energy (hartree): -538.33788
2S+1: 1

Each line ends with the natural charge from an NBO analysis.
Geometry (Å):
C: -1.495 -0.337 0.527  -0.4124
C: -0.938 -1.448 0.083  -0.1601
H: 2.112 2.696 0.309  0.2416
H: -3.096 2.682 -1.562  0.0024
H: 1.563 1.095 0.836  0.2462
C: -0.149 -2.384 0.936  -0.6471
H: -0.228 -2.112 1.988  0.2079
H: -1.419 -0.040 1.561  0.1840
H: -0.503 -3.407 0.807  0.2161
H: -2.049 0.325 -0.114  0.1994
H: 3.284 1.375 0.487  0.2416
C: 2.265 1.622 0.185  -0.7298
H: 0.905 -2.353 0.649  0.2180
P: 1.855 0.791 -2.657  0.4890
H: -1.020 -1.722 -0.960  0.1941
H: -3.141 1.978 -1.889  -0.0024
C: 2.054 1.238 -1.186  -0.4884

---

# 3
A cluster of 8 separate species, C28H42NO24 in total. Source: OMol25; level of theory: ωB97M-V/def2-TZVPD.

Values from the calculation:
ΔE to the lowest compared entry with this formula, charge and spin (kcal/mol): 153.7
Frontier orbital gap (eV): 9.41
Strongest force on any atom (eV Å⁻¹): 16.1
Total charge: -1
LUMO (Ha): 0.06969
Total energy (hartree): -2952.26088
2S+1: 1

Each line ends with the Mulliken charge.
Geometry (Å):
C: -1.210 -3.383 2.042  -0.3174
H: -1.999 2.456 -0.241  -0.2835
C: -0.582 -4.163 -4.023  0.6634
O: 3.404 2.804 -2.198  -0.3021
H: 1.877 3.086 -3.875  0.1839
C: 0.564 -2.136 -3.715  2.4999
C: 2.224 0.966 2.089  -0.7355
O: 5.525 0.172 -2.127  -0.3860
O: -0.941 -4.393 2.998  -0.4647
C: -1.106 -3.878 -0.490  -1.6958
C: -2.307 2.690 0.818  -1.0549
C: -1.481 1.982 3.061  -0.8311
H: 4.876 0.641 -0.231  0.3960
H: -0.740 3.681 -1.170  0.0376
C: 4.973 -0.587 -3.064  0.6675
H: 1.237 -0.400 -4.571  0.5515
H: 0.595 4.670 -1.880  0.5467
H: -0.121 2.688 1.370  -0.8917
H: -7.172 -2.753 1.844  0.2657
H: -1.569 -1.477 -3.164  0.2013
C: 3.311 -2.062 -0.756  -1.8779
H: 4.487 2.553 2.539  0.7147
C: 2.598 3.335 4.726  0.6154
H: 2.423 -2.488 -1.277  0.1156
C: 4.116 2.293 3.382  -1.3735
H: 1.236 -1.551 -5.800  0.2832
H: -1.453 -2.959 -0.904  0.5110
C: -4.868 -0.172 1.326  -0.0985
H: -4.079 0.163 2.009  -0.0165
H: 1.379 0.310 1.965  0.4533
H: 0.724 -2.078 -2.519  -1.1000
O: 4.250 3.629 -0.207  -0.6781
H: -4.601 -0.566 0.392  0.2120
H: -2.494 2.283 3.434  0.4539
O: -1.651 0.180 -1.258  -0.7931
H: -5.803 -3.194 0.863  0.3126
O: -5.568 0.974 0.829  -0.3410
H: 5.686 -0.818 -0.412  0.3300
H: 2.276 1.614 -3.164  -0.0222
H: -0.793 -2.435 2.311  0.1412
H: 1.932 1.803 1.538  -0.0696
H: 2.369 -1.508 -4.473  0.5608
O: 2.079 4.189 5.380  -0.5895
O: 2.080 3.312 -0.689  -0.3101
O: -6.915 -0.024 2.075  -0.2160
O: 5.435 -0.651 -4.206  -0.6909
H: 4.803 1.929 3.779  0.7101
H: 2.857 -2.020 0.141  0.6429
C: -0.388 -5.552 2.408  0.5039
O: -1.508 -3.303 -4.004  -0.3395
O: 1.902 2.329 4.107  -0.2565
C: -2.024 4.969 1.368  0.5639
H: 0.831 1.820 -1.516  -0.6577
O: -1.684 -0.648 0.723  -0.3997
O: -0.634 -5.338 -4.349  -0.6374
H: 2.794 0.062 -1.178  -0.9223
H: -2.175 -3.257 1.905  0.4401
C: 3.317 3.319 -1.016  0.6754
H: -6.667 -1.826 0.287  0.4190
H: -0.647 2.192 3.848  0.1687
H: -5.410 -1.294 3.037  0.3580
H: -3.071 2.339 1.041  1.0974
N: -1.045 -0.300 -0.376  0.3596
O: -0.061 -5.263 1.215  -0.4207
O: 4.012 -1.105 -2.595  -0.3307
C: 3.634 -0.652 -1.203  2.3855
O: -2.764 4.103 0.626  -0.5245
O: 0.151 -0.657 -0.450  0.1269
C: -6.308 -2.228 1.178  -1.2453
C: -6.722 0.956 1.420  0.5656
C: 0.060 3.791 -1.922  -1.4321
O: -2.238 6.102 1.219  -0.5624
C: 1.179 2.836 -1.630  1.6379
O: -7.687 1.814 1.088  -0.7164
H: -0.424 3.559 -2.833  0.3781
H: 2.831 0.613 4.071  0.2364
H: 3.105 0.694 1.475  0.0434
H: -1.148 -1.241 -4.607  0.4039
C: 2.761 1.481 3.378  0.5899
C: 2.212 2.601 -2.834  -0.1107
H: -1.280 1.003 2.581  0.0047
H: -1.726 -4.823 -0.524  0.3295
H: -0.439 -3.902 -1.315  0.3363
H: 0.330 -3.178 0.755  -0.4708
C: 5.034 -0.104 -0.909  -0.6270
O: 0.655 -3.569 -4.001  -0.4338
C: -1.195 2.925 1.843  2.1743
O: -1.167 4.333 2.127  -0.4089
C: -0.390 -3.937 0.833  1.5635
C: 1.365 -1.365 -4.619  -2.1479
O: -0.167 -6.563 3.032  -0.5763
H: 4.112 -2.843 -0.776  0.3428
C: -5.906 -0.976 2.102  0.4870
C: -1.004 -1.972 -3.897  -0.4904
O: 3.775 3.343 4.354  -0.4113

---

# 4
A structure of composition C4H6O3Yb. Source: OMol25; level of theory: ωB97M-V/def2-TZVPD.

Values from the calculation:
ΔE to the lowest compared entry with this formula, charge and spin (kcal/mol): 60.2
Frontier orbital gap (alpha / beta) (eV): 6.84 / 4.76
Strongest force on any atom (eV Å⁻¹): 2.3
Total charge: +3
LUMO (alpha / beta) (Ha): -0.50570 / -0.58204
Total energy (hartree): -1539.05136
2S+1: 2
⟨S²⟩: 0.761

Each line ends with the Mulliken spin population.
Geometry (Å):
O: -0.239 1.381 1.029  -0.0236
C: 0.117 -2.854 -0.552  -0.0001
H: -1.009 0.347 4.919  0.6542
H: 0.552 2.638 -2.416  0.0000
C: 0.195 -1.575 -0.869  0.0001
H: -0.302 -3.182 0.399  0.0000
O: -0.132 -0.650 0.156  0.0016
H: 0.404 -3.591 -1.300  0.0000
C: -0.072 0.606 0.125  -0.0014
H: 0.530 -1.132 -1.802  0.0001
O: 0.287 1.113 -1.169  -0.0001
Yb: -0.753 1.496 3.446  0.3694
C: 0.322 2.345 -1.386  -0.0004
H: 0.099 3.058 -0.579  0.0002

---

# 5
A structure of composition CH30CuO18. Source: OMol25; level of theory: ωB97M-V/def2-TZVPD.

Values from the calculation:
ΔE to the lowest compared entry with this formula, charge and spin (kcal/mol): 0.0
Frontier orbital gap (eV): 5.57
Strongest force on any atom (eV Å⁻¹): 7.4
Total charge: -1
LUMO (Ha): 0.06868
Total energy (hartree): -3050.92981
2S+1: 1

Each line ends with the natural charge from an NBO analysis.
Geometry (Å):
H: -16.833 11.542 9.676  0.4729
H: -11.277 13.730 6.317  0.4978
O: -16.768 13.068 6.977  -0.9989
H: -11.329 11.600 8.422  0.4933
O: -11.029 13.380 10.518  -0.9428
H: -15.723 10.333 7.295  0.4999
O: -14.712 11.522 7.891  -0.9122
H: -12.300 11.556 5.758  0.4878
H: -12.198 16.093 9.692  0.4833
H: -12.322 14.359 7.099  0.4698
H: -15.977 12.605 7.324  0.4916
H: -12.027 9.375 10.061  0.4666
H: -13.999 13.400 5.390  0.4803
H: -13.365 10.458 7.701  0.5061
H: -10.913 13.707 11.423  0.4793
O: -14.555 13.359 9.187  -0.8766
H: -15.543 12.153 10.099  0.4754
H: -13.947 10.055 5.517  0.4834
H: -14.324 12.249 6.374  0.4794
C: -13.950 12.463 8.561  0.9771
H: -12.576 10.864 9.866  0.4872
H: -14.770 9.809 4.323  0.4521
H: -10.977 11.496 6.391  0.4843
H: -10.318 13.791 10.052  0.4920
O: -10.515 11.164 8.145  -0.9742
H: -16.802 13.012 5.997  0.4739
Cu: -12.827 13.565 9.970  0.8772
H: -13.440 8.884 7.645  0.4704
O: -16.344 9.866 6.744  -0.9660
H: -16.377 15.671 10.229  0.4555
O: -12.854 15.478 9.900  -0.9535
H: -15.504 14.541 10.131  0.4903
H: -14.055 13.553 12.479  0.4920
O: -14.254 14.986 7.088  -0.9525
H: -10.734 10.303 8.369  0.4591
O: -11.419 11.871 5.660  -0.9822
H: -13.231 12.369 12.271  0.4914
H: -15.851 9.210 6.292  0.4504
O: -12.695 12.208 8.742  -0.8867
O: -12.993 9.666 7.319  -1.0024
O: -13.808 9.728 4.616  -0.9443
O: -13.428 13.233 11.844  -0.9717
O: -11.455 14.548 6.797  -0.9938
H: -14.471 14.379 7.808  0.4837
H: -14.400 15.805 7.589  0.4464
O: -16.298 11.691 10.444  -0.9626
O: -12.697 10.032 10.263  -0.9739
H: -13.687 15.804 9.592  0.4855
O: -14.136 12.460 5.450  -0.9885
O: -15.898 15.081 10.797  -0.9528

---

# 6
A structure of composition C4H10N2S. Source: OMol25; level of theory: ωB97M-V/def2-TZVPD.

Values from the calculation:
ΔE to the lowest compared entry with this formula, charge and spin (kcal/mol): 101.8
Frontier orbital gap (eV): 9.30
Strongest force on any atom (eV Å⁻¹): 6.1
Total charge: 0
LUMO (Ha): 0.01091
Total energy (hartree): -665.94070
2S+1: 1

Each line ends with the natural charge from an NBO analysis.
Geometry (Å):
S: 1.063 -1.781 -0.655  0.1383
H: 0.795 1.298 1.829  0.2231
H: -1.241 -2.382 -1.939  0.3321
C: 0.785 1.678 -0.681  -0.5968
H: 0.631 -2.691 0.445  0.1291
H: 1.817 1.395 -1.046  0.2244
H: 0.983 2.495 -0.148  0.1944
N: -2.094 -1.894 -1.279  -0.6506
H: 1.681 -0.250 1.428  0.2374
H: -2.244 -0.352 0.323  0.1930
C: 0.007 0.561 0.178  -0.0655
C: 0.651 0.249 1.543  -0.6700
H: -0.081 2.419 -1.404  0.2072
H: 0.045 -0.260 2.431  0.2315
N: -0.246 -0.571 -0.702  -0.5797
C: -1.527 -0.963 -0.513  0.2357
H: -1.026 1.050 0.189  0.2164